[1]
# C16H22Cl2O2OsS

C16H22Cl2O2OsS as an isolated structure (ωB97M-V/def2-TZVPD, the OMol25 dataset).

Cartesian coordinates (Å):
C1 -2.194 -0.850 -1.042
C2 -1.069 -1.698 -1.167
C3 -0.026 -0.969 -1.781
C4 -1.009 -3.123 -0.767
C5 -0.509 0.353 -2.067
C6 -1.860 0.428 -1.608
C7 -2.789 1.572 -1.793
C8 -3.522 -1.276 -0.544
C9 1.282 -1.537 -2.185
C10 0.220 1.399 -2.830
Os1 -0.491 0.310 0.217
Cl1 -0.039 -1.406 1.785
Cl2 -2.402 0.769 1.577
O1 -0.316 2.221 0.370
H1 -1.665 -3.331 0.072
H2 -0.005 -3.417 -0.483
H3 -1.321 -3.751 -1.604
H4 1.719 -2.138 -1.393
H5 1.996 -0.765 -2.442
H6 1.141 -2.179 -3.057
H7 1.279 1.399 -2.592
H8 -0.170 2.389 -2.614
H9 0.111 1.223 -3.901
H10 -2.256 2.517 -1.801
H11 -3.520 1.620 -0.993
H12 -3.320 1.473 -2.741
H13 -3.438 -1.868 0.363
H14 -4.011 -1.889 -1.304
H15 -4.162 -0.430 -0.325
H16 0.595 2.500 0.193
O2 -4.292 3.517 1.538
H17 -4.266 4.471 1.362
S1 0.414 1.269 2.563
C11 2.093 0.636 2.644
C12 3.118 1.204 1.879
C13 4.435 0.745 2.023
C14 4.726 -0.279 2.930
C15 3.707 -0.845 3.698
C16 2.395 -0.385 3.560
H18 2.903 2.010 1.191
H19 5.228 1.190 1.440
H20 5.745 -0.630 3.046
H21 3.930 -1.633 4.408
H22 1.613 -0.816 4.174

For the calculated total energy, the calculation gives -2182.4413 hartree. Its gap between HOMO and LUMO (alpha / beta) is 3.7 / 3.6 eV. For the HOMO energy (alpha / beta), the calculation gives 0.68 / 0.62 eV. The lowest unoccupied orbital energy (alpha / beta) comes out at 4.404 / 4.213 eV. Its net charge is -2. Its spin multiplicity is 5. Its expectation value of S² is 6.019.

Here are the Löwdin charges for atoms 1 to 2, given in e: -0.36 -0.36

[2]
# C16H22Cl3GeMgN13Si

C16H22Cl3GeMgN13Si as an isolated structure (ωB97M-V/def2-TZVPD, the OMol25 dataset).

Cartesian coordinates (Å):
Mg1 -0.215 0.548 -0.304
C1 -3.573 -0.305 -1.712
C2 -3.332 -0.228 -0.238
C3 -4.277 -0.684 0.675
C4 -3.983 -0.589 2.031
C5 -2.792 -0.038 2.436
C6 -1.879 0.405 1.455
N1 -2.187 0.295 0.152
N2 -0.686 0.957 1.681
Si1 -0.235 1.821 3.108
C7 1.341 2.785 2.633
C8 -0.008 0.822 4.724
C9 -1.667 3.070 3.478
H1 -4.614 -0.088 -1.947
H2 -3.343 -1.315 -2.051
H3 -2.919 0.397 -2.230
H4 -5.205 -1.117 0.334
H5 -4.690 -0.953 2.763
H6 -2.529 0.043 3.478
H7 2.159 2.541 3.302
H8 1.181 3.858 2.682
H9 1.661 2.542 1.621
H10 0.758 0.063 4.605
H11 -0.919 0.313 5.027
H12 0.294 1.474 5.539
H13 -2.428 3.059 2.702
H14 -1.295 4.086 3.562
H15 -2.159 2.826 4.415
N3 1.649 -1.071 -2.627
C10 0.621 -1.766 -2.057
N4 0.284 -3.010 -2.375
N5 -0.788 -3.259 -1.634
N6 -1.100 -2.248 -0.919
N7 -0.234 -1.250 -1.158
C11 2.099 0.131 -2.153
N8 3.063 0.835 -2.742
N9 3.133 1.954 -2.031
N10 2.277 1.949 -1.079
N11 1.586 0.802 -1.106
H16 2.274 -1.599 -3.214
Cl1 -0.011 -2.362 2.826
Ge1 1.288 -1.079 1.537
Cl2 2.947 -0.467 2.978
Cl3 2.459 -2.684 0.479
N12 -0.329 1.470 -3.470
C12 -0.355 2.539 -2.622
C13 -0.081 3.844 -3.066
C14 -0.225 4.888 -2.183
C15 -0.663 4.627 -0.887
C16 -0.879 3.314 -0.528
N13 -0.730 2.298 -1.366
H17 0.293 1.516 -4.264
H18 -0.344 0.579 -2.993
H19 0.249 4.006 -4.082
H20 0.001 5.899 -2.490
H21 -0.811 5.424 -0.174
H22 -1.170 3.037 0.474

The calculation puts the energy above the lowest of the compared OMol25 structures with the same formula, charge and spin at 1.152 eV. For the calculated total energy, the calculation gives -5282.1841 hartree. Its gap between HOMO and LUMO (alpha / beta) is 7.8 / 5.2 eV. For the HOMO energy (alpha / beta), the calculation gives -5.33 / -5.36 eV. The lowest unoccupied orbital energy (alpha / beta) comes out at 2.499 / -0.175 eV. Its net charge is -1. Its spin multiplicity is 2. Its expectation value of S² is 0.759.

Here are the Löwdin charges for atoms 1 to 2, given in e: 0.29 -0.02

[3]
# C16H22Cl6N2

A 5-piece molecular cluster, C16H22Cl6N2 overall (ωB97M-V/def2-TZVPD, the OMol25 dataset).

Cartesian coordinates (Å):
C1 2.693 -1.016 -0.793
C2 1.605 -0.164 -0.826
C3 1.769 1.104 -1.372
N1 2.949 1.614 -1.709
C4 3.995 0.806 -1.603
C5 3.926 -0.517 -1.179
H1 2.587 -2.018 -0.394
H2 0.629 -0.492 -0.496
H3 0.892 1.726 -1.515
H4 4.963 1.209 -1.887
H5 4.825 -1.117 -1.204
C6 -0.598 -2.153 -5.076
C7 -0.246 -2.332 -6.411
C8 0.915 -1.733 -6.870
N2 1.689 -0.966 -6.115
C9 1.320 -0.763 -4.851
C10 0.182 -1.323 -4.293
H6 -1.500 -2.615 -4.695
H7 -0.855 -2.980 -7.028
H8 1.226 -1.856 -7.903
H9 1.924 -0.057 -4.290
H10 -0.060 -1.124 -3.259
Cl1 3.411 2.218 3.944
C11 2.051 1.382 3.147
C12 1.697 0.143 3.912
Cl2 0.276 -0.623 3.135
H11 2.333 1.112 2.131
H12 1.230 2.091 3.096
H13 1.440 0.314 4.953
H14 2.524 -0.565 3.899
Cl3 -4.114 0.279 7.944
C13 -4.257 1.113 6.365
C14 -3.360 0.428 5.359
Cl4 -3.339 1.400 3.853
H15 -3.953 2.140 6.542
H16 -5.294 1.065 6.047
H17 -3.777 -0.541 5.105
H18 -2.336 0.370 5.708
Cl5 -1.133 1.720 0.977
C15 -2.136 0.342 0.492
C16 -2.928 0.637 -0.762
Cl6 -1.831 0.759 -2.152
H19 -2.803 0.115 1.324
H20 -1.480 -0.516 0.368
H21 -3.449 1.583 -0.661
H22 -3.600 -0.196 -0.953

The calculation puts the energy above the lowest of the compared OMol25 structures with the same formula, charge and spin at 0.000 eV. For the calculated total energy, the calculation gives -3493.5372 hartree. Its gap between HOMO and LUMO is 10.0 eV. For the HOMO energy, the calculation gives -9.56 eV. The lowest unoccupied orbital energy comes out at 0.405 eV. Its SMILES is c1ccncc1.c1ccncc1.ClCCCl.ClCCCl.ClCCCl. Its net charge is 0.

Here are the Löwdin charges for atoms 1 to 2, given in e: -0.08 -0.10

[4]
# C16H22ClF2N2O12P2S

A 2-piece molecular cluster, C16H22ClF2N2O12P2S overall (ωB97M-V/def2-TZVPD, the OMol25 dataset).

Cartesian coordinates (Å):
C1 -4.333 0.484 -2.815
C2 -3.575 1.080 -1.460
C3 -2.288 2.042 -1.789
C4 -0.961 1.262 -2.354
C5 0.349 2.173 -1.852
C6 -0.842 -0.316 -1.892
C7 -0.790 -1.525 -3.045
N1 -0.813 -1.061 -4.485
C8 -1.266 -2.137 -5.446
O1 -2.446 -2.187 -6.074
F1 -0.280 -3.222 -5.764
C9 0.608 -0.612 -4.782
O2 1.601 -1.037 -3.971
F2 0.791 0.321 -5.932
N2 -0.719 -2.960 -2.567
C10 -0.697 -3.388 -1.087
Cl1 -0.664 -5.229 -0.703
C11 -0.704 -2.291 0.131
P1 -0.678 -2.808 2.005
P2 0.876 -4.327 2.367
O3 1.907 -4.456 1.166
O4 1.811 -4.016 3.805
O5 0.010 -5.866 2.556
C12 -0.771 -0.702 -0.268
C13 -0.767 0.421 0.944
O6 -1.880 0.530 1.719
O7 0.339 1.341 1.259
C14 0.955 1.053 2.563
O8 1.237 2.298 3.350
C15 1.450 1.781 4.738
C16 2.404 2.744 5.661
H1 -3.622 -0.139 -3.508
H2 -5.246 -0.158 -2.392
H3 -4.852 1.393 -3.386
H4 -4.389 1.783 -0.942
H5 -3.371 0.214 -0.700
H6 -2.641 2.780 -2.658
H7 -2.101 2.723 -0.852
H8 -0.975 1.401 -3.540
H9 0.071 2.903 -0.962
H10 1.213 1.481 -1.469
H11 0.706 2.883 -2.738
H12 -0.679 -3.760 -3.255
H13 -0.261 -1.684 2.833
H14 1.263 -4.072 4.642
H15 0.327 -6.526 1.866
H16 2.025 0.568 2.359
H17 0.269 0.393 3.245
H18 2.022 0.744 4.591
H19 0.398 1.616 5.236
H20 1.877 3.694 6.097
H21 3.382 3.016 5.044
H22 2.768 2.109 6.593
O9 3.585 4.569 1.062
S1 4.389 3.449 1.583
O10 3.887 2.181 1.025
O11 4.287 3.414 3.054
O12 5.799 3.634 1.193

For the calculated total energy, the calculation gives -3375.4311 hartree. Its gap between HOMO and LUMO is 1.8 eV. For the HOMO energy, the calculation gives -3.44 eV. The lowest unoccupied orbital energy comes out at -1.598 eV. Its net charge is -1.

Here are the Löwdin charges for atoms 1 to 2, given in e: -0.14 -0.26

[5]
# C16H22ClN3O5S

One molecule with the formula C16H22ClN3O5S (ωB97M-V/def2-TZVPD, the OMol25 dataset).

Cartesian coordinates (Å):
C1 -2.290 -0.006 -3.131
C2 -3.584 -0.146 -2.335
C3 -3.543 0.476 -0.933
C4 -3.128 1.947 -0.941
N1 -2.654 -0.287 -0.077
C5 -2.964 -0.602 1.191
O1 -4.042 -0.365 1.701
C6 -1.866 -1.307 2.002
C7 -0.990 -2.288 1.203
C8 0.370 -1.670 0.845
N2 0.196 -0.264 0.569
S1 0.903 0.412 -0.747
O2 0.255 1.657 -1.012
O3 0.931 -0.584 -1.772
C9 2.622 0.699 -0.251
C10 3.510 -0.325 -0.512
C11 4.836 -0.198 -0.124
N3 5.763 -1.279 -0.383
O4 5.307 -2.308 -0.826
O5 6.930 -1.082 -0.131
C12 5.285 0.954 0.515
C13 4.396 1.976 0.774
C14 3.057 1.850 0.398
Cl1 1.971 3.124 0.731
C15 -0.170 0.563 1.700
C16 -1.000 -0.249 2.700
H1 -1.444 -0.460 -2.620
H2 -2.401 -0.497 -4.095
H3 -2.054 1.039 -3.309
H4 -3.832 -1.205 -2.229
H5 -4.396 0.328 -2.890
H6 -4.538 0.386 -0.481
H7 -3.718 2.500 -1.667
H8 -3.297 2.379 0.043
H9 -2.074 2.047 -1.188
H10 -1.703 -0.383 -0.398
H11 -2.407 -1.855 2.781
H12 -1.512 -2.585 0.294
H13 -0.813 -3.190 1.791
H14 1.089 -1.809 1.662
H15 0.774 -2.127 -0.058
H16 3.169 -1.206 -1.035
H17 6.324 1.029 0.798
H18 4.720 2.878 1.267
H19 0.726 0.954 2.203
H20 -0.740 1.407 1.305
H21 -0.335 -0.755 3.403
H22 -1.639 0.426 3.269

The calculation puts the energy above the lowest of the compared OMol25 structures with the same formula, charge and spin at 3.709 eV. For the calculated total energy, the calculation gives -2021.6613 hartree. Its gap between HOMO and LUMO is 8.2 eV. For the HOMO energy, the calculation gives -9.35 eV. The lowest unoccupied orbital energy comes out at -1.150 eV. Its SMILES is CC[C@H](C)NC(=O)C1CCN(S(=O)(=O)c2cc([N+](=O)[O-])ccc2Cl)CC1. Its net charge is 0.

Here are the Löwdin charges for atoms 1 to 2, given in e: -0.09 -0.20

- The lowest net charge belongs to which entry?
  C16H22Cl2O2OsS